The following is a DFT calculation (the ωB97M-V functional and the def2-TZVPD basis) of 16 unconnected molecules or ions with the total composition C2H36O16 at a distorted geometry.

Its total charge is 0. The HOMO energy comes out at -10.45 eV. As for the LUMO energy: 0.0009 hartree. As for the energy above the lowest of the compared OMol25 structures with the same formula, charge and spin: 496.1 kJ/mol. The calculation puts the HOMO-LUMO gap at 0.385 hartree.

Each line ends with the Mulliken charge.
Cartesian coordinates (Å):
O: -18.313 -9.176 -0.428  -0.639
H: -18.877 -8.407 -0.338  0.317
H: -18.920 -9.914 -0.478  0.324
O: -21.770 -12.546 -0.985  -0.631
H: -21.673 -12.881 -1.877  0.316
H: -22.009 -13.314 -0.466  0.317
O: -16.434 -19.813 -3.071  -0.640
H: -16.445 -20.684 -2.675  0.315
H: -15.581 -19.451 -2.831  0.327
O: -22.253 -14.987 -7.129  -0.623
H: -22.472 -14.078 -7.332  0.314
H: -21.546 -14.926 -6.487  0.308
O: -16.500 -7.455 -6.645  -0.639
H: -16.137 -8.245 -6.245  0.316
H: -15.737 -6.905 -6.824  0.324
O: -11.111 -12.534 -5.650  -0.643
H: -10.900 -12.114 -4.816  0.324
H: -12.024 -12.296 -5.814  0.318
O: -10.900 -11.468 -1.300  -0.637
H: -11.499 -10.846 -0.887  0.325
H: -10.455 -11.896 -0.568  0.311
O: -13.864 -9.196 0.850  -0.636
H: -13.872 -9.079 1.800  0.315
H: -14.782 -9.117 0.591  0.323
O: -11.818 -19.361 -3.587  -0.637
H: -11.807 -18.593 -4.158  0.327
H: -11.045 -19.863 -3.845  0.312
O: -18.751 -17.454 -0.142  -0.638
H: -19.701 -17.436 -0.261  0.317
H: -18.451 -18.159 -0.717  0.322
O: -20.169 -18.606 -4.919  -0.644
H: -20.411 -19.515 -5.096  0.315
H: -19.246 -18.648 -4.669  0.324
O: -18.717 -11.004 -10.713  -0.632
H: -18.906 -10.105 -10.983  0.318
H: -19.578 -11.400 -10.579  0.315
O: -15.476 -16.878 -9.652  -0.640
H: -15.425 -15.956 -9.397  0.319
H: -14.848 -17.320 -9.080  0.321
O: -11.217 -16.762 -7.395  -0.645
H: -10.468 -17.059 -7.911  0.318
H: -10.871 -16.049 -6.858  0.325
O: -13.552 -10.109 -11.771  -0.635
H: -14.405 -9.698 -11.633  0.316
H: -13.488 -10.216 -12.720  0.318
C: -15.971 -13.245 -4.059  -1.143
C: -16.995 -12.812 -5.135  -0.074
O: -16.254 -12.591 -6.372  -0.523
H: -16.418 -13.564 -3.118  0.366
H: -15.398 -12.392 -3.695  0.277
H: -15.269 -14.009 -4.393  0.310
H: -17.534 -11.898 -4.889  0.298
H: -17.639 -13.690 -5.085  0.191
H: -16.909 -12.231 -6.974  0.296